Entry 1:
Density functional theory data (wB97M-V/def2-TZVPD) for a structure of composition C31H44BrN3P2Zn in a non-equilibrium geometry.

The relative energy (zero: lowest compared OMol25 entry of this formula, charge and spin) is 79.3 kcal/mol. The calculation puts the calculated total energy at -174352.2900 eV. For the HOMO-LUMO gap, the calculation gives 5.35 eV. The value obtained for the maximum force is 3.31 eV/A.

ORCA input file:
```
! RIJCOSX wB97M-V def2-TZVPD def2/J DEFGRID3
* xyz 2 1
N -6.44612 4.70346 -4.20025
C -6.22541 5.01377 -2.92478
C -5.27553 4.32030 -2.15988
C -4.49960 3.27596 -2.70846
C -4.80205 2.95909 -4.06912
C -5.78474 3.69935 -4.76880
C -3.47470 2.57735 -1.90422
Zn -0.38714 -0.07682 0.54020
P 4.45418 -0.67249 0.74017
C -2.66256 1.59629 -2.42830
C -1.31558 1.37622 -2.01859
C -0.34767 1.15596 -3.01423
C 0.95976 1.55996 -2.85277
C 1.30986 2.27275 -1.68410
C 0.44314 2.20127 -0.56582
C -0.88789 1.63381 -0.65913
Br 3.07042 2.91947 -1.49584
H -3.30807 2.96968 -0.88749
H -2.91620 1.11131 -3.37647
H -5.14964 4.66243 -1.13108
H -4.28613 2.14634 -4.57216
H -6.80100 5.84242 -2.50179
H -6.04508 3.53094 -5.82069
H -0.73934 0.75518 -3.96982
H -1.69361 2.06605 -0.02919
H 1.71303 1.29193 -3.60620
H 0.77207 2.57444 0.39478
P -0.59183 -2.36020 0.32593
C 5.15557 1.05928 0.92574
C 6.43836 1.23636 0.10999
H 5.36733 1.17531 2.00861
H 4.36091 1.76309 0.64493
H 6.63550 2.29844 0.07872
H 7.26973 0.75342 0.63841
H 6.35783 0.85340 -0.91367
C 3.59084 -0.63690 -0.88604
C 4.28587 -1.71077 -1.73794
H 3.69659 0.37246 -1.33018
H 2.51145 -0.86544 -0.77921
H 3.79697 -1.79642 -2.71679
H 5.35439 -1.48910 -1.90802
H 4.22813 -2.68558 -1.22851
C 3.12833 -0.70240 1.97430
C 3.55465 -1.52347 3.20120
H 2.21870 -1.16961 1.56433
H 2.94114 0.36503 2.19050
H 2.72132 -2.12537 3.59054
H 4.36004 -2.21895 2.91852
H 3.94113 -0.88612 4.00566
C -0.68960 -3.79763 1.50073
C -1.58598 -4.98072 1.13352
H -0.98034 -3.45910 2.50473
H 0.35973 -4.12774 1.58228
H -2.62672 -4.78442 1.41972
H -1.55015 -5.25207 0.07059
H -1.24414 -5.84700 1.71575
C 0.44716 -3.13418 -0.97792
C 0.14687 -2.71884 -2.41377
H 0.33886 -4.22332 -0.83327
H 1.50006 -2.89921 -0.76563
H -0.92150 -2.77301 -2.64246
H 0.46626 -1.69348 -2.63166
H 0.68488 -3.36109 -3.12583
C -2.29673 -2.17493 -0.36064
C -3.38546 -2.01776 0.69718
H -2.46750 -3.06422 -0.99825
H -2.29189 -1.28108 -1.00853
H -4.34153 -2.34794 0.27222
H -3.17770 -2.61718 1.59166
H -3.53551 -0.98010 1.02610
N 1.09162 3.79607 5.71491
C 0.64550 2.84072 5.19394
C 0.09902 1.65611 4.55637
C -0.89543 0.90546 5.18544
C -1.35057 -0.27067 4.58738
C -0.85037 -0.60400 3.31116
N -0.08188 0.26212 2.62240
C 0.55504 1.26586 3.28656
H -1.29301 1.23448 6.14767
H -2.08182 -0.92279 5.01765
H -1.08684 -1.55113 2.83243
H 1.40232 1.74992 2.78463
*
```

Atom charges from the Mulliken analysis, given in e for atoms 1 to 6: -0.53, -0.36, -0.43, 0.57, -0.46, -0.39

Entry 2:
Density functional theory data (wB97M-V/def2-TZVPD) for a structure of composition C31H44Cl2MoNP in a non-equilibrium geometry.

The relative energy (zero: lowest compared OMol25 entry of this formula, charge and spin) is 0.0 kcal/mol. The calculation puts the calculated total energy at -70541.2746 eV. For the HOMO-LUMO gap (alpha / beta), the calculation gives 2.37 / 3.82 eV. The value obtained for the maximum force is 6.12 eV/A. Its expectation value of S² is 2.02.

ORCA input file:
```
! RIJCOSX wB97M-V def2-TZVPD def2/J DEFGRID3
* xyz -2 3
P 0.28124 -0.77854 -1.03807
C 1.62253 -0.32972 -2.39526
C 1.50329 -0.92075 -3.81404
C 2.70519 -0.58819 -4.69414
C 3.09418 0.90016 -4.70310
C 3.06982 1.53656 -3.30544
C 1.77754 1.19208 -2.53957
C -1.25709 0.09607 -1.78870
C -1.39325 0.07755 -3.31111
C -2.74524 0.62662 -3.75899
C -3.01437 2.03753 -3.22222
C -2.71134 2.17186 -1.72157
C -1.35530 1.55934 -1.32653
C -0.08638 -2.49203 -1.68159
C 1.16614 -3.39165 -1.65134
C 0.86093 -4.73403 -2.32326
C -0.40406 -5.40687 -1.77864
C -1.61986 -4.47274 -1.81637
C -1.37176 -3.12500 -1.11724
H 2.55651 -0.72016 -1.94421
H 0.61040 -0.51393 -4.29814
H 1.37397 -2.00711 -3.80512
H 2.49698 -0.91984 -5.71632
H 3.56869 -1.18227 -4.36277
H 4.09891 1.00175 -5.13221
H 2.42379 1.46154 -5.37337
H 3.93308 1.18412 -2.72128
H 3.17256 2.62636 -3.37997
H 1.78510 1.69285 -1.55768
H 0.92776 1.58879 -3.11778
H -2.12022 -0.44672 -1.36188
H -3.53203 -0.05798 -3.41489
H -1.27383 -0.92724 -3.73580
H -0.60846 0.72077 -3.72963
H -2.79311 0.61496 -4.85192
H -4.06131 2.30372 -3.40980
H -2.40672 2.76495 -3.78046
H -2.74400 3.22564 -1.41648
H -3.50653 1.67306 -1.14521
H -1.21616 1.63904 -0.23880
H -0.55252 2.14727 -1.79972
H -0.32684 -2.33835 -2.74429
H 1.99769 -2.92760 -2.20128
H 1.51269 -3.52357 -0.61513
H 0.74088 -4.57793 -3.40691
H 1.70975 -5.41123 -2.19775
H -0.23266 -5.74132 -0.74658
H -0.61268 -6.31179 -2.36267
H -2.47313 -4.97928 -1.35863
H -1.88639 -4.28814 -2.86875
H -2.23337 -2.47440 -1.32999
H -1.31503 -3.23918 -0.02426
Mo 0.37138 -0.27918 3.73044
Cl -1.67170 -0.97477 3.01229
Cl 2.00739 -1.41725 2.66696
C 0.55936 1.61524 3.61367
H 1.37141 1.95722 4.27947
C -1.02056 4.90978 1.35752
C 0.13660 5.04202 2.12864
C 0.61201 3.97508 2.88507
C -0.02159 2.70998 2.83825
C -1.21288 2.59575 2.06250
C -1.70723 3.69751 1.35798
H -1.41374 5.74653 0.77144
H 0.64740 6.00004 2.15155
H 1.47863 4.12227 3.53431
H -1.73993 1.63499 2.09127
H -2.64653 3.60380 0.83469
N 0.45108 -0.44583 5.46282
C 0.34896 -0.31632 6.89245
C 0.91125 -1.29304 7.75480
C 1.07317 -0.99171 9.10239
C 0.58310 0.22949 9.63421
C -0.11766 1.09586 8.79070
C -0.29238 0.79725 7.44185
H 1.23367 -2.23700 7.31761
H 1.57885 -1.68897 9.76319
H 0.73389 0.46914 10.68454
H -0.52565 2.00653 9.20289
H -0.86430 1.42060 6.77339
*
```

Atom charges from the Mulliken analysis, given in e for atoms 1 to 6: 0.20, 0.03, 0.23, -1.10, -0.62, -1.06

Entry 3:
Density functional theory data (wB97M-V/def2-TZVPD) for a structure of composition C31H44CrN7O2S2Te in a non-equilibrium geometry.

The relative energy (zero: lowest compared OMol25 entry of this formula, charge and spin) is 0.0 kcal/mol. The calculation puts the calculated total energy at -104772.2277 eV. For the HOMO-LUMO gap (alpha / beta), the calculation gives 5.71 / 6.64 eV. The value obtained for the maximum force is 1.32 eV/A. Its expectation value of S² is 0.80.

ORCA input file:
```
! RIJCOSX wB97M-V def2-TZVPD def2/J DEFGRID3
* xyz 0 2
Cr -0.90332 -0.23648 -0.30399
N 0.49435 -1.46940 1.01051
C 1.38335 -0.78044 1.99550
C 0.61148 -0.02574 3.06815
C -0.08963 1.24852 2.56239
C -1.58794 1.07900 2.38397
N -1.93561 -0.04735 1.46826
H -0.00581 -2.20612 1.49687
H 1.08544 -1.93296 0.32525
H 2.01293 -0.08557 1.44123
H 2.03596 -1.51246 2.47459
H 1.33117 0.23584 3.84632
H -0.11167 -0.70695 3.53522
H 0.34646 1.55162 1.61330
H 0.07412 2.07132 3.26184
H -2.01993 1.98626 1.96466
H -2.05947 0.90235 3.35234
H -2.94933 0.10212 1.24078
H -1.89674 -0.90622 2.01191
S -2.06175 1.59118 -1.11695
C -3.77861 1.38699 -1.49959
C -4.03167 1.48930 -2.91455
N -4.18501 1.54639 -4.05833
C -4.83117 1.19158 -0.65377
S -4.84240 1.06554 1.05663
C -6.14073 1.01933 -1.26607
N -7.18792 0.83781 -1.71052
C -3.44926 -3.97434 4.75541
Te -1.93298 -3.62606 3.30401
C -2.32486 -5.45345 2.27694
H -4.39931 -4.13618 4.24395
H -3.52664 -3.09718 5.40149
H -3.17990 -4.84781 5.34909
H -2.17918 -6.28343 2.96851
H -1.62746 -5.54974 1.44088
H -3.35007 -5.44820 1.90393
C -1.26237 -3.14739 -0.97478
C -1.97963 -4.31174 -1.71421
N -3.30455 -3.89657 -2.16439
C -3.15994 -2.79531 -3.12029
C -2.40103 -1.60880 -2.47064
N -2.10320 -1.91106 -1.02319
C -3.38854 -2.21184 -0.33595
C -4.08066 -3.42572 -1.01432
H -0.29976 -2.92427 -1.42955
H -1.11223 -3.40383 0.07697
H -2.09048 -5.17660 -1.05709
H -1.40392 -4.62778 -2.58530
H -4.15463 -2.48819 -3.44388
H -2.62623 -3.16356 -3.99605
H -2.99645 -0.70761 -2.50812
H -1.46322 -1.41509 -2.97627
H -4.01373 -1.32520 -0.37238
H -3.17121 -2.43340 0.70545
H -5.07676 -3.15252 -1.35939
H -4.18626 -4.25603 -0.31349
C 4.71025 6.06364 2.05611
C 4.48700 5.46274 0.68932
C 4.83923 6.18046 -0.44695
C 4.62956 5.65646 -1.71550
C 4.06538 4.40108 -1.85663
C 3.73678 3.65551 -0.72553
N 3.13273 2.36866 -0.84186
C 3.46301 1.39116 -1.75561
C 4.72959 1.35396 -2.36840
C 5.06435 0.34662 -3.24627
C 4.16170 -0.67526 -3.55852
C 2.92533 -0.66637 -2.95855
C 2.55818 0.34196 -2.05637
C 1.23243 0.25308 -1.43814
O 0.85865 1.01382 -0.50002
O 0.39364 -0.66962 -1.78032
C 3.93975 4.17911 0.55517
C 3.54838 3.37201 1.77036
H 5.03706 7.09874 1.96925
H 5.47705 5.51427 2.60726
H 3.79743 6.04324 2.65505
H 5.27007 7.17169 -0.33712
H 4.88616 6.23651 -2.59560
H 3.85921 3.99566 -2.84011
H 2.22320 2.25395 -0.42803
H 5.44939 2.12570 -2.13234
H 6.05027 0.34707 -3.69885
H 4.43343 -1.46023 -4.25486
H 2.20428 -1.44328 -3.17566
H 3.59469 2.30373 1.55523
H 2.52375 3.60688 2.08482
H 4.20596 3.58049 2.61536
*
```

Atom charges from the Mulliken analysis, given in e for atoms 1 to 6: -0.14, 0.11, -0.68, -0.71, 0.40, -1.03

Question: relative energy (zero: lowest compared OMol25 entry of this formula, charge and spin) of number 1 (C31H44BrN3P2Zn)?
Answer: 79.3 kcal/mol

Question: Look up the relative energy (zero: lowest compared OMol25 entry of this formula, charge and spin) of the second one.
Answer: 0.0 kcal/mol